Entry 1:
C25H63Cl8HfN2O20S3 as an isolated structure in a non-equilibrium geometry, computed with ωB97M-V with the def2-TZVPD basis set.

```
122
Properties=species:S:1:pos:R:3:lowdin_charge:R:1
Hf -0.74 -3.46 2.34 1.911
S 1.83 -4.35 3.66 0.211
O 2.75 -5.37 3.17 -0.322
O 2.21 -3.62 4.88 -0.387
O 1.50 -3.36 2.66 -0.462
O 0.44 -4.73 3.81 -0.418
S -3.56 -2.50 1.47 0.302
O -3.94 -1.78 0.27 -0.334
O -2.77 -3.70 1.21 -0.402
O -2.49 -2.01 2.31 -0.449
O -4.79 -2.77 2.25 -0.359
S -0.65 -6.06 0.77 0.189
O -1.36 -5.66 1.94 -0.435
O 0.22 -7.22 0.97 -0.348
O -1.51 -6.10 -0.36 -0.311
O 0.22 -4.86 0.82 -0.446
C 0.31 0.59 0.20 -0.117
C 0.02 -0.83 -0.31 -0.379
O -0.14 -1.90 0.63 -0.372
H -0.47 1.08 0.79 0.042
H 0.47 1.28 -0.63 0.042
H 1.22 0.53 0.79 -0.001
H 0.79 -1.17 -1.00 0.048
H -0.92 -0.69 -0.84 0.078
Cl 2.11 -7.08 -2.99 0.490
C 1.88 -5.56 -2.06 -0.655
C 0.69 -4.74 -2.44 -0.597
Cl 0.83 -4.33 -4.19 0.534
H 2.73 -4.88 -2.10 0.035
H 1.87 -5.87 -1.01 0.066
H 0.67 -3.87 -1.78 0.075
H -0.29 -5.20 -2.25 0.065
Cl -1.75 3.89 -3.86 0.591
C -1.24 2.19 -3.83 -0.641
C -2.35 1.26 -4.22 -0.670
Cl -3.23 1.56 -5.72 0.516
H -0.78 2.06 -2.85 0.062
H -0.39 2.08 -4.50 0.051
H -3.11 1.25 -3.44 0.056
H -2.07 0.20 -4.28 0.056
Cl 5.03 -1.18 0.43 0.524
C 3.88 -1.75 1.70 -0.594
C 3.73 -0.80 2.90 -0.652
Cl 3.14 0.76 2.45 0.614
H 4.15 -2.77 1.97 0.081
H 2.98 -1.84 1.10 0.055
H 4.69 -0.62 3.39 0.061
H 3.04 -1.30 3.57 0.058
Cl 1.09 -0.54 -3.75 0.631
C 2.60 -1.38 -4.01 -0.691
C 3.09 -1.78 -2.60 -0.643
Cl 4.57 -2.76 -2.85 0.536
H 3.27 -0.67 -4.48 0.053
H 2.40 -2.25 -4.63 0.008
H 2.35 -2.43 -2.12 0.042
H 3.36 -0.95 -1.96 0.017
C 3.59 1.68 -1.68 -0.159
O 4.00 1.63 -3.05 -0.131
H 3.78 2.65 -1.20 0.066
H 2.51 1.52 -1.62 0.059
H 4.17 0.92 -1.16 0.033
H 3.35 2.23 -3.43 0.064
C -2.64 -2.54 -3.01 -0.156
O -3.25 -3.30 -1.93 -0.109
H -1.80 -1.95 -2.63 0.053
H -2.22 -3.26 -3.71 0.057
H -3.34 -1.89 -3.53 0.058
H -3.34 -2.62 -1.26 0.004
C -3.23 1.58 -0.18 -0.167
O -3.77 0.56 -0.99 -0.134
H -2.71 1.15 0.68 0.070
H -2.58 2.22 -0.78 0.062
H -3.98 2.20 0.30 0.062
H -3.86 -0.27 -0.51 0.001
C -1.55 7.30 -5.17 -0.094
O -0.96 7.56 -3.87 -0.192
C 0.42 7.84 -3.90 -0.251
C 1.26 6.55 -4.03 -0.197
N 1.00 5.57 -2.93 -0.054
C 1.40 6.10 -1.58 -0.172
C 1.35 5.00 -0.47 -0.249
O 0.06 4.83 0.01 -0.182
C 0.04 4.05 1.22 -0.079
H -1.32 6.29 -5.51 0.053
H -1.23 8.05 -5.89 0.080
H -2.64 7.25 -5.13 0.085
H 0.76 8.47 -3.08 0.110
H 0.76 8.47 -4.72 0.103
H 2.31 6.82 -3.97 0.104
H 1.15 6.13 -5.03 0.104
H -0.01 5.60 -2.84 0.026
H 0.67 6.88 -1.38 0.110
H 2.44 6.42 -1.52 0.110
H 1.96 5.36 0.36 0.107
H 1.88 4.09 -0.73 0.105
H 0.29 4.69 2.07 0.083
H 0.68 3.17 1.14 0.070
H -0.96 3.64 1.36 0.086
C -3.10 -4.97 4.39 -0.080
O -2.22 -3.89 4.22 -0.285
C -1.78 -3.34 5.43 -0.197
C -1.33 -1.87 5.19 -0.142
N -0.31 -1.82 4.10 -0.084
C -0.11 -0.48 3.47 -0.169
C -0.01 0.71 4.45 -0.240
O -1.32 1.02 4.75 -0.215
C -1.51 2.32 5.36 -0.070
H -2.78 -5.59 5.23 0.091
H -3.22 -5.54 3.47 0.098
H -4.08 -4.63 4.71 0.090
H -1.01 -3.98 5.86 0.125
H -2.62 -3.33 6.12 0.119
H -0.95 -1.46 6.13 0.119
H -2.22 -1.32 4.91 0.120
H 0.49 -1.82 4.71 0.094
H -0.97 -0.32 2.83 0.101
H 0.79 -0.39 2.86 0.063
H 0.41 1.59 3.96 0.099
H 0.56 0.50 5.36 0.122
H -1.09 3.00 4.63 0.071
H -1.05 2.31 6.35 0.081
H -2.57 2.61 5.38 0.081
```

The orbital gap comes out at 5.1 eV. The max |F| is 7.084 eV/Å. As for the total charge: -3. The calculation puts the total energy at -7528.86778 Ha.


Entry 2:
C25H64Mn2N4O13S as an isolated structure in a non-equilibrium geometry, computed with ωB97M-V with the def2-TZVPD basis set.

```
109
Properties=species:S:1:pos:R:3:lowdin_charge:R:1
Mn -8.62 -4.14 -26.14 1.037
Mn -5.49 -4.63 -30.41 1.031
S -6.81 -4.17 -28.13 0.363
O -6.33 -5.43 -28.75 -0.352
O -6.18 -3.15 -28.98 -0.323
O -8.30 -4.03 -28.23 -0.373
O -6.61 -4.12 -26.67 -0.332
C -8.49 -5.06 -31.68 -0.049
O -7.28 -4.34 -31.52 -0.289
C -7.06 -3.39 -32.58 -0.149
C -5.88 -2.47 -32.24 -0.131
N -4.66 -3.23 -31.81 -0.093
C -3.77 -2.40 -30.96 -0.148
C -2.87 -3.35 -30.16 -0.151
O -3.67 -4.26 -29.39 -0.295
C -3.29 -4.38 -28.02 -0.050
H -8.57 -5.49 -32.68 0.109
H -9.37 -4.43 -31.52 0.111
H -8.57 -5.86 -30.95 0.091
H -7.95 -2.79 -32.74 0.145
H -6.87 -3.95 -33.50 0.139
H -6.26 -1.88 -31.40 0.126
H -5.62 -1.78 -33.05 0.144
H -4.12 -3.44 -32.65 0.144
H -4.29 -1.74 -30.28 0.101
H -3.09 -1.78 -31.56 0.144
H -2.16 -2.82 -29.53 0.141
H -2.26 -3.94 -30.86 0.138
H -3.44 -3.42 -27.51 0.114
H -2.24 -4.63 -27.93 0.108
H -3.96 -5.07 -27.51 0.077
C -2.98 8.59 -28.25 -0.115
O -3.16 7.45 -29.06 -0.182
C -3.28 6.27 -28.31 -0.244
C -3.45 5.12 -29.29 -0.211
N -3.70 3.85 -28.62 -0.063
C -5.05 3.76 -28.05 -0.214
C -5.29 2.38 -27.53 -0.198
O -5.29 1.48 -28.66 -0.189
C -5.78 0.21 -28.34 -0.137
H -2.91 9.44 -28.93 0.091
H -2.02 8.57 -27.72 0.090
H -3.78 8.76 -27.54 0.089
H -4.14 6.31 -27.63 0.113
H -2.38 6.07 -27.71 0.131
H -2.56 5.01 -29.91 0.124
H -4.26 5.38 -29.99 0.123
H -3.65 3.08 -29.27 0.099
H -5.77 3.97 -28.85 0.129
H -5.18 4.47 -27.24 0.116
H -6.25 2.25 -27.01 0.120
H -4.47 2.04 -26.88 0.128
H -6.86 0.10 -28.49 0.087
H -5.41 -0.19 -27.38 0.081
H -5.31 -0.54 -28.98 0.055
C -7.79 -1.10 -25.70 -0.011
O -8.15 -2.38 -25.14 -0.297
C -7.63 -2.65 -23.84 -0.166
C -8.23 -3.97 -23.35 -0.151
N -7.93 -5.09 -24.30 -0.099
C -8.86 -6.21 -24.08 -0.159
C -8.82 -7.13 -25.29 -0.169
O -8.99 -6.33 -26.46 -0.256
C -8.87 -7.09 -27.65 -0.070
H -6.71 -1.04 -25.80 0.091
H -8.08 -0.30 -25.01 0.113
H -8.31 -1.03 -26.65 0.082
H -8.00 -1.94 -23.10 0.144
H -6.53 -2.65 -23.83 0.141
H -9.30 -3.85 -23.22 0.129
H -7.79 -4.18 -22.37 0.138
H -6.97 -5.35 -24.01 0.080
H -9.88 -5.85 -23.91 0.132
H -8.58 -6.79 -23.21 0.122
H -9.57 -7.93 -25.22 0.144
H -7.86 -7.65 -25.31 0.124
H -9.53 -7.96 -27.62 0.108
H -7.86 -7.46 -27.82 0.100
H -9.19 -6.50 -28.51 0.083
C -1.37 -4.84 -22.93 -0.076
O -2.70 -4.70 -23.38 -0.176
C -3.09 -5.66 -24.31 -0.260
C -4.58 -5.57 -24.52 -0.191
N -5.33 -5.92 -23.27 -0.052
C -5.46 -7.38 -23.15 -0.190
C -6.18 -7.78 -21.88 -0.240
O -5.26 -7.73 -20.81 -0.190
C -5.64 -8.55 -19.73 -0.093
H -1.17 -5.81 -22.48 0.097
H -1.21 -4.06 -22.18 0.095
H -0.68 -4.63 -23.75 0.093
H -2.81 -6.69 -24.04 0.127
H -2.55 -5.56 -25.27 0.120
H -4.97 -6.19 -25.34 0.116
H -4.78 -4.52 -24.76 0.105
H -4.68 -5.63 -22.54 0.121
H -4.49 -7.87 -23.10 0.128
H -6.01 -7.78 -24.01 0.105
H -6.57 -8.80 -22.01 0.128
H -7.01 -7.10 -21.62 0.115
H -4.99 -8.36 -18.88 0.093
H -5.60 -9.60 -20.01 0.093
H -6.67 -8.31 -19.41 0.091
C -10.17 -1.29 -28.86 -0.146
O -8.90 -1.60 -29.41 -0.151
H -10.98 -1.77 -29.42 0.082
H -10.28 -1.59 -27.81 0.063
H -10.26 -0.21 -28.94 0.090
H -8.63 -2.49 -29.15 0.004
```

The orbital gap (alpha / beta) comes out at 7.2 / 6.7 eV. As for the spin multiplicity: 11. The max |F| is 1.896 eV/Å. As for the total charge: +2. The calculation puts the total energy at -4887.75437 Ha.


- Which of these has the highest max |F|?
  C25H63Cl8HfN2O20S3